The following is a quantum chemistry calculation of a molecular structure, C43H68O2PPtS in a non-equilibrium geometry, from OMol25.

Properties
Kohn-Sham gap ... 5.1975 eV
Total charge ... +3
HOMO ... -0.6028 Ha
E_LUMO ... -11.206 eV
Energy relative to the best compared isomer or geometry (same formula, charge and spin) ... 14.6 kcal/mol

```
116
C43H68O2PPtS | OMol25 | the ωB97M-V functional and the def2-TZVPD basis
Pt -0.84639 0.04858 -0.27828
C 3.37925 -1.76949 -2.49772
C 2.35484 -0.84705 -3.15496
C 3.04532 0.03089 -4.21389
C 1.62323 0.06816 -2.20743
C 0.30850 0.40982 -2.48548
C -0.36308 1.48724 -1.82600
C -1.42631 2.16884 -2.67879
C -0.68555 3.18519 -3.56370
C -2.62965 2.80485 -2.00007
C 0.25016 1.96963 -0.61832
C 1.69326 1.69528 -0.40158
C 2.30881 0.75855 -1.17559
C 2.51952 2.58426 0.50322
C 3.19932 3.65495 -0.37275
C 3.59984 1.85256 1.30224
C -0.42938 3.06010 0.17191
C -0.16969 4.39528 -0.12178
C -0.78002 5.40614 0.60454
C -1.64559 5.09774 1.64708
C -1.91274 3.77437 1.94886
C -1.30689 2.75198 1.21395
P -1.65531 1.01242 1.53767
C -3.48514 0.67877 1.81784
C -3.75675 -0.81220 1.56277
C -4.36529 1.50908 0.87323
C -3.92801 0.97703 3.26208
C -0.65102 0.53476 3.04865
C 0.82869 0.63427 2.67315
C -0.84594 1.53355 4.20423
C -0.94010 -0.90085 3.49438
H 3.77093 -2.47025 -3.23444
H 2.95150 -2.35329 -1.68299
H 4.22968 -1.20579 -2.11032
H 1.60116 -1.45368 -3.66565
H 3.76251 0.70942 -3.74825
H 2.32466 0.62654 -4.77457
H 3.58628 -0.60061 -4.91807
H -0.17076 -0.01622 -3.35978
H -1.80757 1.37390 -3.32218
H -0.39297 4.06614 -2.99034
H -1.34651 3.52165 -4.36207
H 0.20849 2.76276 -4.02523
H -2.37927 3.67965 -1.40268
H -3.13423 2.07399 -1.37479
H -3.32979 3.13185 -2.77006
H 3.36526 0.57092 -1.03384
H 1.85472 3.10180 1.19631
H 3.91920 3.18577 -1.04551
H 3.73609 4.36294 0.25872
H 2.49459 4.21703 -0.98111
H 4.42208 1.53564 0.65746
H 3.21619 0.98255 1.83422
H 4.02287 2.53235 2.04160
H 0.49085 4.65066 -0.93807
H -0.58563 6.44001 0.35136
H -2.11104 5.88715 2.22158
H -2.59412 3.54412 2.75678
H -3.37001 -1.13879 0.60135
H -4.84063 -0.94764 1.55162
H -3.35974 -1.44839 2.35374
H -4.44614 1.03670 -0.10631
H -4.03215 2.53739 0.74303
H -5.36758 1.53969 1.30326
H -3.35304 0.45786 4.02111
H -4.95827 0.62566 3.34706
H -3.94046 2.04310 3.48778
H 1.07899 1.64439 2.35478
H 1.12473 -0.06077 1.88647
H 1.41692 0.41806 3.56822
H -0.47995 2.52383 3.93427
H -0.23907 1.17992 5.04091
H -1.86414 1.62408 4.56412
H -0.84067 -1.60264 2.66638
H -1.92254 -1.03606 3.94154
H -0.20248 -1.17480 4.25235
C -3.37934 -1.64163 -4.05098
S -3.66237 -1.67344 -2.29024
C -5.30220 -0.97081 -2.27122
O -2.75208 -0.59384 -1.71264
H -4.07830 -2.32511 -4.53378
H -2.36023 -1.97968 -4.22923
H -3.52064 -0.62504 -4.41784
H -5.95391 -1.56128 -2.91510
H -5.23218 0.05759 -2.62668
H -5.67626 -1.00507 -1.25013
C -0.44561 -3.51222 -1.96162
C -0.56684 -4.02065 -0.51663
C -1.51646 -3.17188 0.32650
C 0.78900 -4.23260 0.07822
C 1.32462 -5.45875 0.26069
C 2.63662 -5.61099 0.79871
C 3.47560 -4.57409 1.20244
C 3.04271 -3.28266 1.07740
C 3.78385 -2.09534 1.54822
C 3.67175 -2.04912 3.09280
C 5.25713 -2.10978 1.11645
C 1.66007 -3.05673 0.44319
O 1.30209 -1.92516 0.22042
H -1.41795 -3.59549 -2.44566
H 0.26224 -4.10740 -2.53992
H -0.12839 -2.46724 -1.98919
H -1.01108 -5.01911 -0.55051
H -1.34149 -2.07474 0.26421
H -1.49695 -3.45584 1.37820
H -2.53320 -3.31151 -0.03993
H 0.76948 -6.35466 0.01233
H 2.99980 -6.62788 0.91839
H 4.44623 -4.80644 1.62034
H 3.28816 -1.21370 1.14425
H 4.18985 -2.89473 3.54509
H 2.63587 -2.05246 3.43535
H 4.14691 -1.13081 3.43777
H 5.80121 -2.93786 1.57168
H 5.72945 -1.18792 1.45506
H 5.36600 -2.17719 0.03437
```